[1]
{
  "formula": "C4H2",
  "method": "ωB97M-V/def2-TZVPD",
  "elements": ["C", "C", "C", "C", "H", "H"],
  "xyz": [[-2.4950, -0.6191, -0.0794], [-1.6588, 0.2237, 0.1984], [1.1502, 0.0701, -0.0423], [-0.0236, 0.6853, 0.1258], [2.0686, 0.6006, -0.3469], [0.9587, -0.9606, 0.1444]],
  "lowdin_charge": [0.09, -0.14, -0.05, -0.02, 0.07, 0.05],
  "total_charge": 0,
  "total_energy_ev": -4170.60531,
  "e_homo_ev": [-9.4, -10.4],
  "lumo_energy_ev": [0.67, -3.39],
  "multiplicity": 3,
  "homo_lumo_gap_ev": [10.1, 7.0]
}

[2]
{
  "formula": "C4H20N2O5",
  "method": "ωB97M-V/def2-TZVPD",
  "elements": ["O", "O", "O", "O", "O", "N", "N", "C", "C", "C", "C", "H", "H", "H", "H", "H", "H", "H", "H", "H", "H", "H", "H", "H", "H", "H", "H", "H", "H", "H", "H"],
  "xyz": [[-1.0887, 0.8337, -1.8673], [-1.6516, 2.3746, 1.1241], [0.0707, -0.3732, 3.6660], [1.0539, 2.2585, 1.2693], [0.5085, -0.7041, -3.3588], [-1.2115, -0.1615, 0.3138], [1.5426, -0.1344, -0.9304], [-1.9242, 0.2227, -0.9313], [1.0328, -1.0980, 0.1443], [-0.5042, -1.4116, 0.1689], [1.9639, -2.2582, 0.2579], [1.1181, -0.5634, 1.1073], [2.9707, -1.9119, 0.5510], [1.5361, -3.1283, 0.7867], [-0.7290, -2.1625, 0.9547], [-0.0573, -1.2460, 3.2746], [-0.4126, -0.5721, -3.6216], [-1.4546, 2.3936, 0.1806], [-2.0881, 1.5576, 1.3794], [0.6428, 1.8134, 0.5283], [0.6254, 3.0854, 1.4944], [2.1503, 0.4266, -0.3503], [0.1112, 0.2290, 2.9080], [0.7845, -1.6173, -3.2256], [-2.7430, 0.8576, -0.4842], [-0.5818, 0.5357, 0.6888], [-0.7649, -1.9015, -0.8211], [1.9411, -0.6145, -1.7149], [2.2761, -2.7581, -0.6662], [-0.2017, 0.4062, -1.7732], [-2.5441, -0.5977, -1.3399]],
  "lowdin_charge": [-0.07, -0.06, -0.05, -0.05, -0.06, -0.07, 0.05, -0.30, -0.41, -0.19, -0.08, 0.11, 0.09, 0.09, 0.11, 0.03, 0.06, 0.03, 0.04, -0.01, 0.04, 0.08, 0.01, 0.05, 0.12, 0.04, 0.13, 0.06, 0.07, 0.04, 0.12],
  "total_charge": 0,
  "smiles": "C[C@@H](N)CNCO.O.O.O.O",
  "total_energy_ev": -17688.51287,
  "e_homo_ev": -9.4,
  "lumo_energy_ev": 0.35,
  "multiplicity": 1,
  "homo_lumo_gap_ev": 9.8
}